Below is C34H43GeN3SV as an isolated structure, with properties calculated with ωB97M-V/def2-TZVPD.

For the HOMO-LUMO gap (alpha / beta), the calculation gives 5.56 / 5.36 eV. Its spin multiplicity is 1. Its charge is -1. As for the HOMO energy (alpha / beta): -2.9 / -2.7 eV. The relative energy (zero: lowest compared OMol25 entry of this formula, charge and spin) comes out at 33.1 kcal/mol. As for the total energy: -4904.6384 hartree.

Geometry (Å):
V -1.22714 -1.43316 -0.41286
C -0.49670 -2.69647 2.85111
C -1.28596 -2.88685 1.58966
C -0.84697 -3.69052 0.56592
C -1.55179 -3.78559 -0.66427
C -1.10217 -4.73503 -1.74394
C -2.85941 -3.26135 -0.66938
C -3.32001 -2.41375 0.32567
C -4.66976 -1.76062 0.26100
C -2.44537 -2.06370 1.38194
H -1.13218 -2.84137 3.72881
H -0.09381 -1.68213 2.88380
H 0.33710 -3.39697 2.91131
H 0.10604 -4.19988 0.66096
H -0.34231 -4.30516 -2.38791
H -1.94563 -5.02001 -2.37590
H -0.69160 -5.65133 -1.30974
H -3.47758 -3.38911 -1.55150
H -4.58237 -0.71209 0.54662
H -5.36904 -2.25076 0.94547
H -5.08469 -1.80427 -0.74613
H -2.80368 -1.44020 2.19169
N 2.87320 -0.64887 -1.78108
N 2.76831 -0.49395 -3.17625
C 2.23753 -1.46962 -3.92664
N 2.21282 -1.17904 -5.27832
S 1.59187 -2.86807 -3.31053
H 1.92644 -0.74539 -1.39070
H 3.25641 0.21978 -1.42576
H 2.74503 0.45011 -3.53701
H 3.00658 -0.68019 -5.65087
H 1.90677 -1.96203 -5.83167
C 0.24830 -0.55387 0.30432
Ge 1.11658 0.84520 1.21296
C 2.42768 0.22013 2.56226
C 2.33393 0.54954 3.91356
C 3.23414 0.03857 4.84384
C 4.24915 -0.81282 4.43151
C 4.35560 -1.15564 3.08937
C 3.45048 -0.64602 2.16729
C -0.16050 2.02215 2.12660
C -1.49706 1.63124 2.19678
C -2.43605 2.43178 2.83716
C -2.05058 3.63290 3.41708
C -0.72225 4.03607 3.35099
C 0.21274 3.23401 2.70751
C 2.20237 1.97669 -0.01667
C 1.65820 2.34621 -1.24955
C 2.41176 3.02490 -2.19758
C 3.74058 3.34426 -1.93327
C 4.29844 2.99055 -0.71213
C 3.53127 2.31771 0.23641
H 0.86181 -1.48297 0.24250
H 1.54110 1.21002 4.24882
H 3.13894 0.30354 5.89039
H 4.95095 -1.21421 5.15279
H 5.13993 -1.82736 2.76082
H 3.53252 -0.94002 1.12479
H -1.78969 0.69969 1.71954
H -3.47345 2.11922 2.87480
H -2.78296 4.25923 3.91262
H -0.41662 4.97582 3.79592
H 1.24645 3.56208 2.65258
H 0.64097 2.05744 -1.48553
H 1.96239 3.29726 -3.14616
H 4.33499 3.86677 -2.67332
H 5.33255 3.23289 -0.49661
H 3.98709 2.03336 1.17901
C -1.73918 1.26100 -3.40040
C -2.58816 0.94234 -2.15959
C -4.06662 0.91413 -2.57623
C -2.40191 2.04308 -1.11458
C -2.16729 -0.38503 -1.58727
H -2.03080 2.21906 -3.84790
H -1.85498 0.47685 -4.15227
H -0.68200 1.29869 -3.13070
H -4.39144 1.88927 -2.95721
H -4.69353 0.65277 -1.72078
H -4.23057 0.16852 -3.35915
H -2.59581 3.03548 -1.53689
H -1.39148 2.01720 -0.70691
H -3.08262 1.88383 -0.27503
H -2.53531 -1.24595 -2.18998